No. 1
The following is a DFT calculation (ωB97M-V/def2-TZVPD) of C27H30BF6IrN7O6S5 as an isolated structure in a non-equilibrium geometry.

The spin multiplicity is 2. Its net charge is +2. The gap between HOMO and LUMO (spin up / spin down) comes out at 6.7 / 6.3 eV. The expectation value of S² is 0.760. As for the calculated total energy: -125181.5315 eV.

Last column: Mulliken charge in e.
Cartesian coordinates (Å):
1 Ir -0.28400 0.38771 -0.35550  2.95
2 C -4.11076 -0.32920 -1.37821  -0.64
3 N -3.91195 -0.63039 0.03800  0.36
4 C -4.79841 -0.36513 1.03494  -0.38
5 C -4.21504 -0.77634 2.19881  -0.77
6 N -2.98901 -1.28859 1.89757  0.28
7 B -2.22387 -2.16548 2.94696  0.77
8 N -0.62900 -2.16954 2.88550  0.28
9 C -0.04639 -3.24264 3.48736  -0.76
10 C 1.23832 -2.91685 3.79477  -0.54
11 N 1.44167 -1.64962 3.34605  0.27
12 C 2.64988 -0.89173 3.67181  -1.16
13 C 0.30074 -1.21505 2.72841  0.03
14 S 0.10701 0.33790 2.00169  -0.40
15 C -2.80331 -1.18011 0.58254  -0.40
16 S -1.38636 -1.63595 -0.27851  -0.37
17 H -5.12199 0.04400 -1.50509  0.31
18 H -3.97299 -1.23301 -1.96517  0.38
19 H -3.40786 0.43613 -1.70191  0.10
20 H -5.75589 0.08868 0.84841  0.48
21 H -4.59068 -0.76125 3.20682  0.55
22 H -2.54729 -1.75954 4.03093  -0.16
23 H -2.53996 -3.31434 2.78331  -0.14
24 H -0.60438 -4.13661 3.70344  0.53
25 H 1.99280 -3.46334 4.33432  0.56
26 H 3.51428 -1.34652 3.19431  0.34
27 H 2.78144 -0.90869 4.75138  0.44
28 H 2.53345 0.13499 3.34329  0.42
29 N 0.12431 -0.53317 -2.23143  -0.83
30 C 0.01247 -0.10330 -3.31816  0.49
31 N -0.13579 0.31028 -4.51808  0.13
32 C 0.93770 1.00446 -5.26718  -0.38
33 C 1.15976 0.25908 -6.56978  -0.68
34 O -0.05284 0.15269 -7.28824  -0.37
35 C -1.02432 -0.59896 -6.58718  -0.69
36 C -1.38717 0.08323 -5.28130  -0.36
37 H 1.83658 1.04425 -4.65456  0.41
38 H 0.59406 2.01912 -5.47398  0.24
39 H 1.57607 -0.73637 -6.37316  0.35
40 H 1.85290 0.81597 -7.19680  0.37
41 H -0.65262 -1.61177 -6.39006  0.35
42 H -1.90155 -0.66306 -7.22700  0.37
43 H -2.06420 -0.52403 -4.68356  0.38
44 H -1.84125 1.05709 -5.46838  0.25
45 F -1.36295 4.52937 -3.40228  -0.17
46 C -0.36831 4.36070 -2.56026  0.46
47 F 0.69487 3.87803 -3.19948  -0.17
48 F -0.06532 5.48356 -1.95005  -0.17
49 S -0.83782 3.06749 -1.33401  0.69
50 O -1.32819 1.94091 -2.12930  -0.76
51 O 0.36632 2.70466 -0.56719  -0.73
52 N -1.95954 3.73750 -0.49324  -0.56
53 S -2.72048 2.70420 0.43261  0.94
54 O -4.10136 2.54171 0.14864  -0.65
55 O -1.93356 1.42670 0.59509  -0.31
56 C -2.55633 3.46157 2.10780  0.57
57 F -1.27211 3.51498 2.42557  -0.19
58 F -3.20588 2.68783 2.95881  -0.17
59 F -3.07542 4.66734 2.07565  -0.18
60 O 1.70120 0.21262 -0.58850  -0.44
61 S 2.81948 -0.35915 0.33716  0.75
62 C 3.87192 -1.20741 -0.77103  -0.01
63 C 3.91336 -2.59042 -0.64697  -0.13
64 C 4.73844 -3.31466 -1.49648  -0.80
65 C 5.49632 -2.65042 -2.44873  -0.48
66 C 5.43453 -1.26248 -2.57194  -0.79
67 C 4.62168 -0.52817 -1.73016  -0.44
68 C 3.80463 1.03528 0.79321  0.66
69 C 4.92031 0.77602 1.58384  -0.51
70 C 5.71266 1.84001 1.97643  -0.84
71 C 5.38429 3.13417 1.58469  -0.59
72 C 4.26430 3.37026 0.80410  -0.67
73 C 3.45430 2.31439 0.40011  -0.18
74 H 3.30811 -3.09544 0.09745  0.49
75 H 4.79142 -4.39138 -1.41074  0.45
76 H 6.14753 -3.21554 -3.10244  0.43
77 H 6.03579 -0.75740 -3.31621  0.46
78 H 4.57729 0.55161 -1.80259  0.48
79 H 5.17840 -0.23628 1.87452  0.43
80 H 6.58716 1.66147 2.58730  0.45
81 H 6.00800 3.96171 1.89507  0.43
82 H 4.01541 4.37972 0.50479  0.50
83 H 2.57073 2.48219 -0.19418  0.39

No. 2
The following is a DFT calculation (ωB97M-V/def2-TZVPD) of C3H6As2F13O3Rb as an isolated structure in a non-equilibrium geometry.

The spin multiplicity is 2. Its net charge is -1. The gap between HOMO and LUMO (spin up / spin down) comes out at 11.1 / 6.5 eV. The expectation value of S² is 0.752. As for the calculated total energy: -167018.5745 eV.

Last column: Mulliken charge in e.
Cartesian coordinates (Å):
1 Rb 0.79812 -1.56372 -0.71174  0.97
2 As -3.05188 -3.49928 -1.00077  2.00
3 F -4.83695 -3.39438 -1.13534  -0.51
4 F -3.11610 -3.55964 0.82203  -0.51
5 F -1.20663 -3.47965 -0.80688  -0.55
6 F -2.88329 -3.67868 -2.75459  -0.47
7 F -3.00513 -1.69856 -0.99235  -0.50
8 F -3.19369 -5.27029 -0.95382  -0.48
9 As 3.94619 1.20464 -1.69863  2.00
10 F 5.28400 1.78589 -2.80112  -0.52
11 F 3.41677 2.91464 -1.39626  -0.49
12 F 2.58124 0.62501 -0.66352  -0.53
13 F 4.52682 -0.45071 -1.99040  -0.48
14 F 5.01848 1.30446 -0.24712  -0.50
15 F 2.88338 1.08099 -3.13997  -0.48
16 F -0.45016 -1.33764 -3.37340  0.00
17 C -2.37516 0.57199 2.99266  -0.54
18 O -1.70082 1.66449 2.45275  -0.32
19 C -0.61464 1.45275 1.68514  0.68
20 O -0.19338 0.34726 1.32698  -0.50
21 O -0.04673 2.69136 1.53421  -0.32
22 C 1.22266 2.80790 1.00576  -0.49
23 H -3.23340 0.87980 3.58997  0.19
24 H -1.60571 0.10499 3.60746  0.28
25 H -2.76869 -0.06266 2.19865  0.25
26 H 1.52613 3.84938 0.89933  0.27
27 H 1.09348 2.44434 -0.01367  0.24
28 H 1.98509 2.26533 1.56471  0.29

No. 3
The following is a DFT calculation (ωB97M-V/def2-TZVPD) of the molecule C5H9NS in a non-equilibrium geometry.

Its SMILES is C=CC[C@H](S)N=C. The gap between HOMO and LUMO comes out at 10.0 eV. As for the calculated total energy: -17653.3983 eV.

Last column: Mulliken charge in e.
Cartesian coordinates (Å):
1 C -1.56629 1.04933 -0.86562  -0.63
2 C -1.10141 0.52699 0.27655  -0.25
3 C 0.28219 0.81661 0.68291  -0.73
4 C 1.13806 -0.31771 0.42072  0.00
5 S 2.92337 0.07154 0.48158  -0.25
6 N 0.96037 -0.74489 -0.90206  -0.39
7 C 0.63186 -1.88329 -1.18099  -0.46
8 H -2.53718 0.83469 -1.29067  0.30
9 H -0.76387 1.62884 -1.49813  0.20
10 H -1.60196 -0.14614 0.94115  0.35
11 H 0.03627 0.88445 1.81206  0.24
12 H 0.69457 1.84524 0.50024  0.40
13 H 1.09532 -1.16947 1.08044  0.50
14 H 3.08638 -0.40953 1.74295  0.14
15 H 0.31553 -2.14053 -2.12210  0.32
16 H 0.28168 -2.49302 -0.38031  0.26